(a)
Entry from the Open Molecules 2025 dataset: a 2-piece molecular cluster, C8H10O2 overall (ωB97M-V with the def2-TZVPD basis set).

Each line ends with the Mulliken charge.
Geometry (Å):
C1 0.951 -1.017 -0.306  -0.10
C2 0.477 -0.170 -1.345  -0.02
C3 -0.772 -0.294 -2.025  -0.62
C4 -1.596 -1.251 -1.566  -0.13
C5 -1.224 -1.985 -0.407  -0.29
C6 0.034 -2.015 0.119  -0.48
H1 2.158 -1.171 -0.087  0.22
H2 1.330 0.634 -1.624  0.24
H3 -0.894 0.437 -2.918  0.26
H4 -2.525 -1.556 -2.079  0.36
H5 -2.090 -2.818 -0.260  0.17
H6 0.259 -2.817 0.791  0.40
C7 -1.020 1.238 1.505  -0.72
C8 0.509 1.512 1.030  0.61
O1 0.840 2.478 0.358  -0.54
O2 1.548 0.845 1.855  -0.49
H7 -1.748 1.443 0.633  0.25
H8 -1.171 0.136 1.814  0.25
H9 -1.087 2.053 2.556  0.27
H10 2.501 0.969 1.433  0.36

Summary:
SMILES: c1ccccc1.CC(=O)O
Spin multiplicity: 1
HOMO-LUMO gap (hartree): 0.3683

=====

(b)
Entry from the Open Molecules 2025 dataset: one molecule with the formula C8H10O2 (ωB97M-V with the def2-TZVPD basis set).

Each line ends with the Mulliken charge.
Geometry (Å):
C1 -1.831 1.564 -1.910  -0.13
C2 -0.833 1.132 -1.349  -1.09
C3 0.322 0.306 -0.996  1.54
O1 0.995 -0.003 -2.117  -0.54
C4 1.297 0.988 -0.040  -0.55
C5 1.401 0.632 1.249  -0.61
C6 0.531 -0.311 1.980  -0.56
C7 -0.618 -0.823 1.147  -1.05
C8 -0.210 -1.107 -0.298  -0.20
O2 -1.328 -1.716 -1.061  -0.54
H1 -2.692 1.840 -2.447  0.45
H2 1.007 0.780 -2.608  0.44
H3 1.920 1.945 -0.400  0.14
H4 2.109 1.023 1.886  0.51
H5 1.340 -1.127 2.026  0.25
H6 0.275 0.096 2.986  0.36
H7 -1.001 -1.781 1.567  0.38
H8 -1.301 -0.074 1.174  0.51
H9 0.688 -1.813 -0.358  0.35
H10 -2.072 -1.549 -0.433  0.36

Summary:
SMILES: C#C[C@@]1(O)C=CCC[C@H]1O
Spin multiplicity: 1
HOMO-LUMO gap (hartree): 0.3753

=====

Verdict on stability: (b) comes out at the bottom.

=====

(a)
Entry from the Open Molecules 2025 dataset: a 2-piece molecular cluster, C8H10O2 overall (ωB97M-V with the def2-TZVPD basis set).

Each line ends with the Mulliken charge.
Geometry (Å):
C1 1.241 1.310 -1.841  -0.22
C2 0.064 0.751 -2.310  -0.42
C3 -0.316 -0.531 -1.901  -0.03
C4 0.509 -1.290 -1.063  -0.79
C5 1.728 -0.735 -0.638  -0.15
C6 2.102 0.558 -1.022  -0.38
H1 1.508 2.333 -2.125  0.34
H2 -0.634 1.337 -2.903  0.34
H3 -1.260 -0.926 -2.245  0.37
H4 0.191 -2.275 -0.739  0.32
H5 2.423 -1.295 -0.010  0.33
H6 3.034 0.993 -0.682  0.37
C7 -1.786 0.501 3.052  -1.07
C8 -1.151 -0.156 1.870  0.66
O1 -1.163 -1.347 1.645  -0.54
O2 -0.545 0.739 1.042  -0.55
H7 -2.265 -0.244 3.670  0.32
H8 -1.025 1.042 3.610  0.29
H9 -2.540 1.233 2.721  0.29
H10 -0.104 0.223 0.332  0.50

Summary:
SMILES: c1ccccc1.CC(=O)O
Spin multiplicity: 1
HOMO-LUMO gap (hartree): 0.3886

=====

(b)
Entry from the Open Molecules 2025 dataset: C8H10O2 as an isolated structure (ωB97M-V with the def2-TZVPD basis set).

Each line ends with the Mulliken charge.
Geometry (Å):
C1 1.915 1.782 -0.762  -0.77
C2 -0.098 0.557 0.182  0.46
C3 -1.286 1.252 0.483  -0.36
C4 -2.674 0.763 0.310  -0.62
C5 -2.519 -0.481 -0.243  0.09
C6 -1.364 -1.201 -0.784  -0.60
C7 -0.072 -0.768 -0.504  0.75
C8 1.735 -1.704 0.855  -0.63
H1 2.099 0.950 -1.284  0.37
H2 2.992 1.873 -0.301  0.27
H3 1.643 2.731 -1.511  0.23
H4 -1.623 2.273 0.913  0.18
H5 -3.580 1.228 0.762  0.35
H6 -3.419 -1.427 -0.606  0.05
H7 -1.667 -2.302 -0.907  0.22
H8 1.785 -0.837 1.525  0.29
H9 1.363 -2.507 1.571  0.27
H10 2.613 -1.934 0.421  0.30
O1 1.146 1.259 0.322  -0.42
O2 1.010 -1.506 -0.442  -0.44

Summary:
Spin multiplicity: 1
HOMO-LUMO gap (hartree): 0.3487

=====

(c)
Entry from the Open Molecules 2025 dataset: a 2-piece molecular cluster, C8H10O2 overall (ωB97M-V with the def2-TZVPD basis set).

Each line ends with the Mulliken charge.
Geometry (Å):
C1 1.114 -1.097 0.252  0.09
C2 0.521 0.140 0.136  0.54
C3 1.216 1.359 -0.032  -0.28
C4 2.594 1.182 -0.371  -0.48
C5 3.227 -0.132 -0.094  -0.29
C6 2.464 -1.252 0.194  -0.57
H1 0.482 -2.102 0.571  0.16
H2 -0.619 0.150 0.363  -0.40
H3 0.657 2.422 0.267  0.18
H4 3.309 2.007 -0.565  0.32
H5 4.364 -0.092 -0.521  0.20
H6 2.857 -2.157 0.422  0.48
C7 -2.135 0.348 1.253  -0.82
C8 -2.593 -0.150 -0.165  0.56
O1 -3.706 0.126 -0.572  -0.55
O2 -1.532 -0.510 -0.772  -0.28
H7 -3.092 0.269 1.933  0.33
H8 -1.243 -0.349 1.703  0.32
H9 -1.643 1.389 1.186  0.18
H10 -1.624 -0.857 -1.648  0.31

Summary:
SMILES: c1ccccc1.CC(=O)O
Spin multiplicity: 1
HOMO-LUMO gap (hartree): 0.3500

=====

Verdict on stability: (b) comes out at the bottom.

=====

(a)
Entry from the Open Molecules 2025 dataset: one molecule with the formula C6H12O2S2 (ωB97M-V with the def2-TZVPD basis set).

Each line ends with the Mulliken charge.
Geometry (Å):
C1 1.508 0.515 -1.908  -1.08
C2 0.136 0.856 -1.568  0.74
O1 -0.497 1.801 -2.528  -0.57
C3 -0.143 1.650 -0.201  -0.91
S1 0.365 1.005 1.352  -0.14
C4 -0.176 -0.926 1.535  0.76
C5 -1.613 -0.881 1.975  -1.17
O2 0.847 -1.279 2.550  -0.52
C6 0.196 -1.516 0.266  -1.20
S2 -0.698 -0.806 -1.422  -0.10
H1 1.556 0.126 -2.912  0.38
H2 1.957 -0.448 -1.370  0.22
H3 2.374 1.405 -1.924  0.19
H4 -0.780 1.331 -3.421  0.36
H5 -1.192 1.971 -0.371  0.40
H6 0.255 2.648 -0.431  0.42
H7 -2.153 -0.172 1.446  0.31
H8 -1.768 -0.525 3.043  0.40
H9 -1.877 -1.914 1.745  0.33
H10 0.441 -0.964 3.400  0.36
H11 1.317 -1.290 0.308  0.35
H12 -0.054 -2.588 0.435  0.46

Summary:
SMILES: C[C@]1(O)CS[C@](C)(O)CS1
Spin multiplicity: 1
HOMO-LUMO gap (hartree): 0.3290

=====

(b)
Entry from the Open Molecules 2025 dataset: a 2-piece molecular cluster, C6H12O2S2 overall (ωB97M-V with the def2-TZVPD basis set).

Each line ends with the Mulliken charge.
Geometry (Å):
C1 0.927 -1.273 -1.035  -0.89
C2 -0.461 0.489 1.907  -0.78
C3 1.855 -0.334 -1.382  0.05
C4 -0.932 0.565 0.689  0.19
C5 0.493 2.863 0.410  -1.14
C6 -1.870 -2.127 0.168  -0.80
O1 -2.527 -0.217 -1.421  -0.59
O2 3.245 -0.406 -1.223  -0.52
S1 -0.570 1.740 -0.522  0.11
S2 -2.483 -0.350 0.026  0.49
H1 0.007 -0.804 -1.319  0.39
H2 0.925 -2.270 -0.645  0.25
H3 -0.608 -0.506 2.450  0.20
H4 0.274 1.187 2.224  0.35
H5 1.536 0.569 -1.851  0.43
H6 -0.118 3.302 1.129  0.42
H7 0.594 3.569 -0.380  0.42
H8 1.445 2.490 0.745  0.30
H9 -1.037 -2.086 0.966  0.19
H10 -1.524 -2.454 -0.807  0.27
H11 -2.676 -2.775 0.558  0.36
H12 3.504 -1.171 -0.688  0.30

Summary:
Spin multiplicity: 1
HOMO-LUMO gap (hartree): 0.3400

=====

Verdict on stability: (b) comes out at the bottom.

=====

(a)
Entry from the Open Molecules 2025 dataset: a 3-piece molecular cluster, CH6NO4 overall (ωB97M-V with the def2-TZVPD basis set).

Each line ends with the Mulliken charge.
Geometry (Å):
N1 -0.439 -1.241 1.277  -0.55
C1 -0.499 0.066 0.661  0.53
O1 -0.948 0.072 -0.506  -0.77
O2 -0.145 1.017 1.377  -0.74
H1 -0.175 -1.940 0.602  0.21
H2 0.249 -1.222 2.015  0.25
H3 1.940 0.977 0.699  0.36
H4 2.769 2.209 1.111  0.28
O3 2.687 1.532 0.439  -0.65
H5 -1.453 0.024 -2.112  0.53
H6 -2.028 -1.210 -2.650  0.26
O4 -1.958 -0.284 -2.914  -0.71

Summary:
Net charge: -1
Spin multiplicity: 1
HOMO-LUMO gap (hartree): 0.3285

=====

(b)
Entry from the Open Molecules 2025 dataset: a 3-piece molecular cluster, CH6NO4 overall (ωB97M-V with the def2-TZVPD basis set).

Each line ends with the Mulliken charge.
Geometry (Å):
N1 1.161 -0.151 -1.345  -0.46
C1 0.302 -0.716 -0.382  0.64
O1 -0.306 -1.803 -0.785  -0.74
O2 0.312 -0.252 0.853  -0.85
H1 0.866 -0.352 -2.306  0.20
H2 1.402 0.755 -1.221  0.21
H3 -0.412 1.621 0.133  0.38
H4 1.087 2.005 -0.207  0.30
O3 0.186 2.262 -0.329  -0.70
H5 -1.021 -0.526 1.811  0.46
H6 -1.742 -1.833 1.613  0.30
O4 -1.834 -1.009 2.166  -0.74

Summary:
Net charge: -1
Spin multiplicity: 1
HOMO-LUMO gap (hartree): 0.3269

=====

(c)
Entry from the Open Molecules 2025 dataset: a 3-piece molecular cluster, CH6NO4 overall (ωB97M-V with the def2-TZVPD basis set).

Each line ends with the Mulliken charge.
Geometry (Å):
N1 1.887 -0.020 -0.904  -0.51
C1 0.601 0.351 -0.452  0.64
O1 -0.251 -0.589 -0.347  -0.83
O2 0.442 1.504 0.005  -0.78
H1 2.004 -1.022 -0.883  0.24
H2 2.623 0.486 -0.468  0.23
H3 -2.744 -1.279 -2.101  0.27
H4 -1.389 -1.298 -1.366  0.46
O3 -2.114 -1.888 -1.728  -0.71
H5 -0.871 0.816 3.058  0.30
H6 0.051 1.405 2.131  0.38
O4 -0.239 1.535 3.054  -0.68

Summary:
Net charge: -1
Spin multiplicity: 1
HOMO-LUMO gap (hartree): 0.3249

=====

Verdict on stability: (b) comes out at the bottom.